(1)
Here is a 10-piece molecular cluster, C23H68NO19 overall at a distorted geometry from the Open Molecules 2025 dataset. Energies are from ωB97M-V/def2-TZVPD.

Bonds (Å) are listed after each position.
Positions of all 111 atoms, in Å:
1 O -2.8563 1.8435 -2.4539  C30 1.444, H78 0.883
2 O 2.2307 2.7225 -1.7359  C41 1.511, H91 0.964
3 O 2.7317 3.1215 3.4191  C40 1.381, H101 0.843
4 O -0.6103 4.2065 -0.5309  C26 1.426, H67 1.023
5 O 5.7677 -2.6435 1.3241  C36 1.368, H86 1.204
6 O -3.7543 -1.9095 3.7181  C35 1.400, H109 0.869
7 O -0.8193 -3.7475 2.5771  C27 1.425, H103 0.935
8 O 2.7497 5.7725 -3.6709  C34 1.296, H90 0.830
9 O -3.0963 -1.8945 -3.0309  C24 1.488, H93 0.927
10 O -5.2763 -0.4725 -1.1279  C32 1.363, H54 1.011
11 O -0.2903 1.7715 4.6951  C25 1.414, H94 0.979
12 O 0.3027 -1.0515 -5.2779  C22 1.445, H75 0.910
13 O -1.3243 1.7715 -7.0509  C21 1.434, H97 1.009
14 O -2.9413 0.5675 2.3981  C42 1.424, H89 0.972
15 O 5.8317 0.7945 0.5011  C43 1.353, H70 1.062
16 O 3.7347 -3.5755 5.9781  C31 1.405, H61 0.946
17 O 2.7437 0.5265 0.9031  C23 1.378, H108 1.054
18 O -8.9313 -0.0735 -1.7099  C33 1.429, H100 0.955
19 O 1.6627 -2.4335 3.2971  C37 1.399, H99 0.993
20 N 0.2767 -1.7065 -1.0359  C28 1.532, C29 1.520, C38 1.496, C39 1.540
21 C -1.3313 0.6125 -6.2069  O13 1.434, C22 1.580, H51 1.155, H60 1.244
22 C 0.1757 0.1685 -6.0419  O12 1.445, C21 1.580, H59 1.032, H105 1.104
23 C 2.4457 1.0955 2.1221  O17 1.378, C40 1.542, H69 1.086, H110 1.042
24 C -2.0833 -1.2935 -2.1219  O9 1.488, C38 1.567, H50 1.149, H76 1.003
25 C -1.0213 0.9175 3.8381  O11 1.414, C42 1.526, H77 1.052, H107 1.103
26 C -1.5733 3.1865 -0.7849  O4 1.426, C30 1.430, H46 1.138, H79 1.092
27 C -1.6363 -2.9285 3.4091  O7 1.425, C35 1.502, H58 1.097, H88 1.137
28 C 1.3957 -2.7325 -0.8319  N20 1.532, H62 1.181, H71 1.082, H111 1.090
29 C -0.2173 -1.1855 0.3041  N20 1.520, H55 1.204, H73 0.974, H83 1.070
30 C -1.7423 2.6985 -2.1179  O1 1.444, C26 1.430, H52 1.067, H92 1.158
31 C 2.9877 -3.6015 4.7881  O16 1.405, C37 1.462, H85 1.067, H95 1.113
32 C -6.4263 -0.3365 -1.8459  O10 1.363, C33 1.529, H44 0.998, H48 0.932
33 C -7.7323 -0.5195 -1.0729  O18 1.429, C32 1.529, H57 1.118, H106 1.175
34 C 2.7877 4.8965 -2.7159  O8 1.296, C41 1.501, H47 1.067, H87 1.233
35 C -3.0793 -2.8975 2.9921  O6 1.400, C27 1.502, H45 1.180, H81 0.946
36 C 5.1757 -1.5235 0.8071  O5 1.368, C43 1.558, H64 0.947, H66 1.100
37 C 2.0457 -2.4925 4.6411  O19 1.399, C31 1.462, H49 1.090, H65 1.032
38 C -0.8353 -2.2135 -1.8979  N20 1.496, C24 1.567, H80 1.084, H98 1.123
39 C 0.9597 -0.5265 -1.7509  N20 1.540, H74 1.102, H82 1.227, H104 1.128
40 C 3.2657 2.3745 2.3881  O3 1.381, C23 1.542, H68 1.198, H72 1.130
41 C 1.9467 3.6645 -2.8829  O2 1.511, C34 1.501, H63 1.000, H84 1.132
42 C -2.1713 1.5605 3.0681  O14 1.424, C25 1.526, H53 1.113, H56 1.242
43 C 6.2397 -0.3995 0.9881  O15 1.353, C36 1.558, H96 1.045, H102 0.860
44 H -6.6003 -0.9745 -2.5939  C32 0.998
45 H -3.5593 -3.9725 2.9171  C35 1.180
46 H -2.5993 3.4785 -0.3899  C26 1.138
47 H 3.8487 4.8515 -2.6099  C34 1.067
48 H -6.4493 0.5545 -2.1179  C32 0.932
49 H 1.1157 -2.8295 5.1001  C37 1.090
50 H -2.5303 -1.1325 -1.0759  C24 1.149
51 H -2.0143 -0.2355 -6.5929  C21 1.155
52 H -0.7673 2.4745 -2.4879  C30 1.067
53 H -2.9303 1.9575 3.7791  C42 1.113
54 H -5.0693 -1.4625 -1.1149  O10 1.011
55 H 0.6657 -1.0245 1.1061  C29 1.204
56 H -1.7913 2.4245 2.2601  C42 1.242
57 H -7.8053 -1.6275 -0.9419  C33 1.118
58 H -1.0783 -2.0055 3.2071  C27 1.097
59 H 0.7797 0.8445 -5.5489  C22 1.032
60 H -1.7013 0.7915 -5.0329  C21 1.244
61 H 3.4057 -3.7285 6.8521  O16 0.946
62 H 2.2937 -2.2005 -0.2799  C28 1.181
63 H 2.3827 3.2955 -3.7039  C41 1.000
64 H 4.9777 -1.7675 -0.0859  C36 0.947
65 H 2.3017 -1.5415 4.9481  C37 1.032
66 H 4.3587 -1.5235 1.5441  C36 1.100
67 H -0.3523 4.1505 0.4571  O4 1.023
68 H 4.3807 2.2975 2.8201  C40 1.198
69 H 2.7267 0.3565 2.8661  C23 1.086
70 H 6.6047 1.5215 0.4631  O15 1.062
71 H 1.6467 -3.1375 -1.8029  C28 1.082
72 H 3.3707 3.0165 1.4641  C40 1.130
73 H -0.7903 -1.8465 0.7331  C29 0.974
74 H 1.9457 -0.2005 -1.3809  C39 1.102
75 H 1.0107 -1.3375 -5.7729  O12 0.910
76 H -1.9713 -0.3455 -2.4309  C24 1.003
77 H -1.3253 0.0695 4.3821  C25 1.052
78 H -3.5613 2.2485 -2.7979  O1 0.883
79 H -1.5153 2.2875 -0.1679  C26 1.092
80 H -1.0453 -3.0955 -1.3029  C38 1.084
81 H -3.0933 -2.6035 2.0931  C35 0.946
82 H 0.3937 0.5605 -1.6939  C39 1.227
83 H -0.8283 -0.3125 0.2041  C29 1.070
84 H 0.8257 3.7485 -3.0189  C41 1.132
85 H 2.4637 -4.5215 4.6541  C31 1.067
86 H 5.9207 -2.6475 2.5181  O5 1.204
87 H 2.6097 5.5865 -1.7099  C34 1.233
88 H -1.4723 -3.3415 4.4561  C27 1.137
89 H -3.5363 0.9595 1.7371  O14 0.972
90 H 1.9747 5.9415 -3.9149  O8 0.830
91 H 3.1557 2.8015 -1.4759  O2 0.964
92 H -1.7643 3.7335 -2.6359  C30 1.158
93 H -3.0463 -1.4645 -3.8509  O9 0.927
94 H 0.2687 1.2955 5.3421  O11 0.979
95 H 3.6417 -3.7185 3.8951  C31 1.113
96 H 7.0997 -0.8285 0.5771  C43 1.045
97 H -1.1863 1.4155 -7.9849  O13 1.009
98 H -0.3723 -2.3745 -2.9079  C38 1.123
99 H 0.8967 -3.0575 3.1941  O19 0.993
100 H -8.6633 0.8345 -1.8359  O18 0.955
101 H 3.0307 3.1045 4.2071  O3 0.843
102 H 6.4607 -0.1635 1.7851  C43 0.860
103 H -1.0043 -4.6625 2.6361  O7 0.935
104 H 1.2447 -0.7965 -2.8089  C39 1.128
105 H 0.5837 -0.0195 -7.0499  C22 1.104
106 H -7.4133 0.0225 -0.0799  C33 1.175
107 H -0.5393 0.3985 2.9921  C25 1.103
108 H 3.6497 0.7585 0.4181  O17 1.054
109 H -3.7273 -1.1295 3.3361  O6 0.869
110 H 1.4277 1.2755 2.2531  C23 1.042
111 H 0.9367 -3.5395 -0.2599  C28 1.090

The calculation puts the HOMO energy at -11.5978 eV. As for the charge: +1. As for the spin multiplicity: 1. For the energy, the calculation gives -2400.44561 Ha.

Results of the Löwdin charge analysis, in e, for atoms 1 through 8:
1. O 0.01
2. O -0.10
3. O 0.00
4. O -0.05
5. O -0.15
6. O 0.02
7. O -0.09
8. O 0.06



(2)
Here is a 12-piece molecular cluster, C23H70N2O23 overall at a distorted geometry from the Open Molecules 2025 dataset. Energies are from ωB97M-V/def2-TZVPD.

Bonds (Å) are listed after each position.
Positions of all 118 atoms, in Å:
1 O -4.1373 1.0545 3.6893  C42 1.448, H60 0.961
2 O -2.0381 -3.1258 0.1153  C33 1.404, H49 0.960
3 O 0.4130 -3.0652 3.0228  C30 1.475, H74 1.001
4 O -2.2120 -3.0008 4.4478  C26 1.383, H90 0.962
5 O 1.3482 0.4976 5.2321  C40 1.441, H92 0.959
6 O -3.0970 -0.1158 -0.9863  C31 1.455, H89 0.977
7 O -4.3876 -2.8359 -1.2654  C34 1.433, H53 0.961
8 O 1.5029 0.6063 0.2617  C44 1.249
9 O -4.3010 4.9360 -0.8121  C38 1.425, H91 0.955
10 O 0.6615 -4.1384 0.3894  C29 1.445, H81 0.969
11 O 4.5022 -0.9354 -2.0683  C39 1.421, H67 0.989
12 O 4.4510 -0.2846 0.7232  C32 1.395, H83 1.001
13 O 2.8745 1.2456 -2.6599  C35 1.385, H51 0.952
14 O 0.9609 3.1576 -1.5552  C45 1.454, H111 0.972
15 O -4.5119 3.3972 1.7017  C46 1.411, H101 0.980
16 O 2.6479 -5.4891 -3.5868  C48 1.427, H52 0.974
17 O 2.0284 1.7560 2.6400  C43 1.418, H105 0.983
18 O 2.5161 -1.3463 2.6381  C27 1.472, H88 0.982
19 O -1.4983 3.6595 -0.7531  C37 1.392, H110 0.997
20 O -0.4380 -0.9812 -3.6679  C36 1.391, H108 1.002
21 O 3.8669 5.2397 -0.5042  C41 1.426, H59 0.960
22 O 1.7418 -2.7518 -3.8059  C28 1.430, H63 0.962
23 O -2.6107 0.2822 -3.4474  C47 1.400, H106 0.951
24 N -0.7731 0.6304 0.1552  C44 1.385, H69 1.011, H75 1.005
25 N 0.4251 -1.3323 -0.2695  C44 1.349, H85 1.004, H98 1.016
26 C -1.2769 -1.9885 4.3370  O4 1.383, C30 1.496, H109 1.093, H117 1.090
27 C 3.8870 -1.8610 2.4885  O18 1.472, C32 1.538, H68 1.112, H76 1.074
28 C 1.8499 -3.4619 -2.5698  O22 1.430, C48 1.510, H72 1.080, H86 1.091
29 C -0.5178 -4.8958 0.7400  O10 1.445, C33 1.540, H66 1.108, H102 1.081
30 C -0.5809 -1.9759 3.0132  O3 1.475, C26 1.496, H55 1.101, H80 1.090
31 C -4.5217 -0.3788 -1.1190  O6 1.455, C34 1.521, H50 1.075, H70 1.098
32 C 4.8182 -0.7445 1.9884  O12 1.395, C27 1.538, H65 1.096, H100 1.118
33 C -1.5984 -4.4101 -0.2442  O2 1.404, C29 1.540, H112 1.098, H115 1.092
34 C -4.9131 -1.7248 -0.5297  O7 1.433, C31 1.521, H56 1.087, H78 1.113
35 C 4.1222 1.1236 -3.2485  O13 1.385, C39 1.536, H71 1.070, H94 1.066
36 C -0.2096 0.3901 -3.7026  O20 1.391, C47 1.550, H73 1.095, H104 1.079
37 C -1.9261 4.7730 -1.4706  O19 1.392, C38 1.478, H61 1.107, H79 1.120
38 C -3.0043 5.5268 -0.7963  O9 1.425, C37 1.478, H58 1.097, H64 1.091
39 C 5.1071 0.3070 -2.3986  O11 1.421, C35 1.536, H57 1.104, H87 1.073
40 C 1.1140 1.8704 4.8627  O5 1.441, C43 1.547, H93 1.094, H96 1.081
41 C 2.7256 4.4047 -0.3237  O21 1.426, C45 1.520, H62 1.113, H82 1.065
42 C -4.3827 1.0117 2.2633  O1 1.448, C46 1.507, H54 1.136, H118 1.105
43 C 0.8157 1.9571 3.3468  O17 1.418, C40 1.547, H99 1.128, H107 1.050
44 C 0.4439 -0.0228 0.0541  O8 1.249, N24 1.385, N25 1.349
45 C 1.9555 4.2165 -1.6203  O14 1.454, C41 1.520, H95 1.079, H116 1.065
46 C -3.7467 2.2148 1.6154  O15 1.411, C42 1.507, H77 1.098, H84 1.105
47 C -1.5832 1.0197 -4.0477  O23 1.400, C36 1.550, H103 1.097, H114 1.075
48 C 1.6126 -4.9390 -2.7732  O16 1.427, C28 1.510, H97 1.087, H113 1.098
49 H -2.7109 -3.0032 -0.5585  O2 0.960
50 H -5.0133 0.3775 -0.5335  C31 1.075
51 H 2.6933 0.4526 -2.1643  O13 0.952
52 H 2.4472 -6.4394 -3.5214  O16 0.974
53 H -4.5981 -2.7414 -2.1981  O7 0.961
54 H -3.8325 0.0958 1.8776  C42 1.136
55 H 0.0050 -1.0494 2.9123  C30 1.101
56 H -4.5424 -1.8443 0.4852  C34 1.087
57 H 6.0640 0.1856 -2.9348  C39 1.104
58 H -2.8153 5.7963 0.2504  C38 1.097
59 H 3.6377 5.8404 -1.2174  O21 0.960
60 H -4.6423 0.3345 4.0767  O1 0.961
61 H -2.2386 4.4262 -2.4745  C37 1.107
62 H 2.1461 4.7824 0.5479  C41 1.113
63 H 2.3927 -3.1048 -4.4204  O22 0.962
64 H -3.1477 6.4751 -1.3156  C38 1.091
65 H 4.6891 0.0318 2.7512  C32 1.096
66 H -0.2791 -5.9747 0.6650  C29 1.108
67 H 4.6154 -1.1784 -1.1165  O11 0.989
68 H 4.2555 -2.2717 3.4542  C27 1.112
69 H -1.6789 0.1993 0.0275  N24 1.011
70 H -4.7903 -0.2515 -2.1762  C31 1.098
71 H 4.0680 0.7824 -4.2610  C35 1.070
72 H 1.0961 -3.0673 -1.9048  C28 1.080
73 H 0.1668 0.7035 -2.7235  C36 1.095
74 H 1.2962 -2.5949 3.0415  O3 1.001
75 H -0.6815 1.5604 0.5237  N24 1.005
76 H 3.7886 -2.6444 1.7601  C27 1.074
77 H -3.5921 2.0120 0.5471  C46 1.098
78 H -6.0230 -1.7705 -0.4669  C34 1.113
79 H -1.0610 5.4683 -1.6195  C37 1.120
80 H -1.2556 -2.1766 2.1812  C30 1.090
81 H 0.9726 -3.7669 1.2286  O10 0.969
82 H 3.1555 3.4511 -0.1254  C41 1.065
83 H 3.4644 -0.1184 0.7199  O12 1.001
84 H -2.7795 2.3873 2.1223  C46 1.105
85 H 1.2856 -1.8363 -0.3897  N25 1.004
86 H 2.8330 -3.1817 -2.1884  C28 1.091
87 H 5.3457 0.7938 -1.4727  C39 1.073
88 H 2.4677 -0.6414 3.3196  O18 0.982
89 H -2.6844 0.1811 -1.8213  O6 0.977
90 H -1.8141 -3.8603 4.2803  O4 0.962
91 H -4.4506 4.3899 -0.0432  O9 0.955
92 H 1.7708 0.3686 6.0828  O5 0.959
93 H 1.9985 2.4767 5.0810  C40 1.094
94 H 4.4214 2.1443 -3.3245  C35 1.066
95 H 2.6733 3.9516 -2.3811  C45 1.079
96 H 0.2723 2.2748 5.4064  C40 1.081
97 H 0.6458 -4.9979 -3.2671  C48 1.087
98 H -0.4762 -1.7893 -0.1666  N25 1.016
99 H -0.0097 1.2302 3.0953  C43 1.128
100 H 5.8675 -1.1225 1.9038  C32 1.118
101 H -4.5174 3.5568 2.6685  O15 0.980
102 H -0.8001 -4.5626 1.7293  C29 1.081
103 H -1.8030 2.0540 -3.7563  C47 1.097
104 H 0.4913 0.7103 -4.4574  C36 1.079
105 H 1.8206 1.5681 1.6977  O17 0.983
106 H -2.2696 -0.6044 -3.5001  O23 0.951
107 H 0.4405 2.9280 3.2089  C43 1.050
108 H 0.4236 -1.4836 -3.7603  O20 1.002
109 H -0.5189 -2.0431 5.1227  C26 1.093
110 H -0.5452 3.4370 -0.9424  O19 0.997
111 H 1.3301 2.3134 -1.2451  O14 0.972
112 H -2.3965 -5.1594 -0.3301  C33 1.098
113 H 1.5276 -5.3753 -1.7687  C48 1.098
114 H -1.7448 0.9458 -5.1077  C47 1.075
115 H -1.1097 -4.3919 -1.2202  C33 1.092
116 H 1.3845 5.0610 -1.9298  C45 1.065
117 H -1.8234 -1.0829 4.5994  C26 1.090
118 H -5.4338 0.9105 1.9368  C42 1.105

The calculation puts the HOMO energy at -9.3315 eV. As for the spin multiplicity: 1. As for the SMILES: NC(N)=O.OCCO.OCCO.OCCO.OCCO.OCCO.OCCO.OCCO.OCCO.OCCO.OCCO.OCCO. For the energy, the calculation gives -2758.25670 Ha.

Results of the Löwdin charge analysis, in e, for atoms 1 through 8:
1. O -0.07
2. O -0.08
3. O -0.13
4. O -0.05
5. O -0.08
6. O -0.13
7. O -0.07
8. O -0.04